59
Properties=species:S:1:pos:R:3:lowdin_charge:R:1 method="wB97M-V/def2-TZVPD" homo_lumo_gap_ev="7.718 / 6.917" homo_energy_ev="-13.550 / -13.549" de_lowest_kcal_mol=101.9 e_lumo_ev="-5.83 / -6.63" multiplicity=3 s_squared=2.010 largest_force_ev_per_a=5.4 charge=+1
Ni -1.11 -3.04 0.47 0.9820
O -1.27 -1.21 -0.02 -0.2097
H -1.15 -0.40 -0.55 -0.0229
C -2.45 2.01 -1.78 -0.0194
C -1.89 0.75 -2.50 -0.1890
O -1.64 1.03 -3.90 0.0159
C -2.65 0.97 -4.81 -0.3300
O -3.79 0.64 -4.54 0.1600
C -2.12 1.42 -6.19 -0.5056
F -0.82 1.83 -6.17 0.1422
F -2.24 0.37 -7.01 0.1784
F -2.87 2.41 -6.72 0.1637
H -2.57 1.79 -0.72 0.0736
H -3.39 2.36 -2.21 0.0882
H -1.76 2.84 -1.89 0.0744
H -2.53 -0.12 -2.33 0.1177
H -0.96 0.39 -2.06 0.0764
C 3.57 -0.80 -2.09 -0.0361
C 2.43 -1.20 -1.13 -0.1874
O 2.92 -2.18 -0.22 0.0454
C 2.18 -2.65 0.82 -0.3408
O 1.07 -2.38 1.06 0.1214
C 3.04 -3.69 1.61 -0.4907
F 2.33 -4.79 1.88 0.1714
F 4.26 -3.91 1.06 0.1745
F 3.20 -3.17 2.84 0.1571
H 4.47 -0.55 -1.54 0.0850
H 3.40 -0.02 -2.83 0.0887
H 3.94 -1.71 -2.57 0.0811
H 1.64 -1.65 -1.73 0.1258
H 2.01 -0.31 -0.66 0.0984
C -1.52 -3.69 5.69 -0.0512
C -0.57 -2.61 5.18 -0.1809
O -1.26 -1.42 4.74 0.0338
C -1.80 -1.40 3.44 -0.2383
O -1.74 -2.31 2.62 0.0676
C -2.46 -0.06 3.07 -0.6020
F -2.74 0.66 4.12 0.2171
F -1.55 0.68 2.43 0.1658
F -3.51 -0.21 2.30 0.2110
H -1.97 -3.34 6.62 0.0894
H -1.08 -4.69 5.75 0.0887
H -2.28 -3.92 4.94 0.0729
H -0.11 -3.01 4.28 0.1088
H 0.12 -2.35 5.99 0.1366
C 1.46 1.63 1.18 -0.0343
C 0.40 1.98 0.15 -0.2517
O 0.51 3.27 -0.39 0.0329
C 1.36 3.51 -1.42 -0.3210
O 2.06 2.70 -2.00 0.1533
C 1.55 5.03 -1.60 -0.5568
F 1.22 5.45 -2.80 0.1977
F 1.02 5.91 -0.72 0.1614
F 2.86 5.25 -1.52 0.1651
H 2.42 1.99 0.81 0.0932
H 1.41 0.57 1.42 0.0702
H 1.20 2.17 2.08 0.0912
H -0.51 1.88 0.74 0.1041
H 0.28 1.28 -0.68 0.0856


14
Properties=species:S:1:pos:R:3:lowdin_charge:R:1 method="wB97M-V/def2-TZVPD" homo_lumo_gap_ev=6.204 homo_energy_ev=-1.777 de_lowest_kcal_mol=42.5 e_lumo_ev=4.43 largest_force_ev_per_a=5.4 charge=-1
C -1.22 1.12 1.29 -0.2169
O 0.17 1.29 1.12 -0.2398
H -1.51 1.44 2.34 0.0798
H -1.72 1.73 0.54 0.0578
H -1.55 0.21 0.91 0.0196
N 1.05 -1.20 0.22 -0.1585
C 0.19 -1.16 -0.89 -0.4823
N 0.51 0.11 -1.71 -0.0742
H 1.87 -1.67 0.21 -0.1359
H 0.55 0.32 1.13 0.0331
H 0.51 -1.93 -1.56 0.0483
H -0.88 -1.15 -0.51 0.0645
H 0.61 0.93 -1.06 0.0267
H 1.42 -0.04 -2.05 -0.0222